Entry 1:
ORCA calculation (wB97M-V/def2-TZVPD) on a cluster of 2 separate species, C28H24NO in total in a non-equilibrium geometry.

Geometry as XYZ:
```
54
Properties=species:S:1:pos:R:3:forces:R:3:lowdin_charge:R:1
C -0.21734 1.65339 1.71560 -0.1 -1.0 -1.0 -0.10
N -1.56579 1.41942 1.25100 -0.6 2.6 1.2 -0.01
C -2.58335 0.83367 1.68721 -0.2 -1.4 0.1 -0.16
C -3.96826 1.36211 1.83280 -0.5 0.3 -0.8 -0.20
C -5.03329 0.45058 1.98767 0.3 0.4 0.0 -0.05
C -6.34814 0.89869 2.10602 0.1 0.2 0.1 -0.08
C -6.61777 2.27646 2.11288 0.4 -0.2 -0.1 -0.07
C -5.56463 3.19430 1.97570 0.2 -0.3 0.1 -0.07
C -4.24327 2.74197 1.83753 -0.3 -0.2 0.0 -0.03
H -0.02970 2.73709 1.76386 -0.2 -0.3 0.2 0.09
H 0.08843 1.16815 2.66289 -0.4 0.1 -0.3 0.09
H 0.42208 1.28541 0.91594 0.3 0.2 0.2 0.03
H -2.56843 -0.23967 1.97380 0.3 0.0 0.7 0.11
H -4.79474 -0.61429 2.02072 -0.2 0.2 -0.1 0.11
H -7.16065 0.17430 2.20832 0.3 0.3 0.0 0.11
H -7.64526 2.62710 2.23504 0.4 -0.1 -0.1 0.11
H -5.77663 4.26849 1.99145 0.1 -0.4 0.0 0.11
H -3.41856 3.45335 1.75243 -0.2 -0.3 -0.1 0.11
C -0.08787 -4.80596 -4.57163 -0.1 0.0 0.2 -0.03
O -0.35598 -4.67901 -3.15509 0.3 1.4 0.5 -0.05
C -0.02683 -3.51387 -2.53620 0.4 -0.6 -0.6 -0.21
C -0.22850 -3.44489 -1.13284 -0.2 -0.1 -0.2 0.04
C 0.18580 -2.34107 -0.42877 0.1 -0.4 0.0 0.00
C 0.86210 -1.27417 -1.07996 -0.4 0.7 0.7 -0.13
C 1.50768 -0.22579 -0.33926 1.0 -1.2 -1.3 0.02
C 1.97976 1.03400 -0.90467 0.7 0.9 0.5 -0.12
C 2.97845 1.57950 -0.02448 -0.4 0.3 -1.4 -0.10
C 3.69562 2.71479 -0.36844 -0.3 -0.5 0.4 0.02
C 3.39259 3.36370 -1.57165 -0.4 -0.3 -0.4 -0.02
C 2.38406 2.86357 -2.41697 0.3 0.3 0.3 -0.04
C 1.66425 1.71190 -2.08250 -0.2 0.0 0.2 0.00
C 3.15548 0.65395 1.08492 -0.1 -1.3 0.5 -0.10
C 2.27458 -0.46648 0.87837 0.7 0.9 0.8 -0.11
C 2.42816 -1.60643 1.66699 -0.1 0.3 -0.1 0.02
C 3.40081 -1.60891 2.67084 0.2 0.3 0.2 -0.04
C 4.21779 -0.48754 2.89774 -0.3 -0.6 -0.1 -0.02
C 4.11399 0.64690 2.08462 -0.5 0.2 -0.5 0.02
C 0.98523 -1.32555 -2.48503 -0.1 -0.1 -0.3 0.02
C 0.57693 -2.42386 -3.21249 -0.2 -0.2 0.2 0.02
H -0.47732 -5.79531 -4.81262 0.1 0.2 -0.1 0.10
H -0.61661 -4.03145 -5.14516 0.1 -0.3 0.2 0.10
H 0.99205 -4.75544 -4.77563 -0.3 0.0 0.1 0.11
H -0.70488 -4.29983 -0.65095 0.1 0.3 -0.1 0.14
H -0.01087 -2.28803 0.64442 0.0 0.0 -0.4 0.12
H 4.48747 3.05188 0.29936 -0.2 0.1 -0.3 0.12
H 3.96334 4.24813 -1.86426 -0.3 -0.3 0.1 0.12
H 2.15319 3.39212 -3.34109 0.1 -0.2 0.3 0.12
H 0.84984 1.36314 -2.71794 0.2 0.2 0.1 0.12
H 1.80272 -2.47621 1.48955 0.3 0.1 0.2 0.11
H 3.51959 -2.49744 3.28928 0.0 0.3 -0.1 0.12
H 4.97272 -0.51659 3.68396 -0.2 0.0 -0.2 0.12
H 4.77070 1.50821 2.18807 0.0 -0.3 0.2 0.12
H 1.47540 -0.51048 -3.00378 0.0 -0.3 0.1 0.11
H 0.74388 -2.44798 -4.28756 0.0 0.0 0.3 0.12
```
Positions in Å, forces in eV/Å.

Computed properties:
total charge: +1
Kohn-Sham gap: 0.16540 hartree
relative energy (zero: lowest compared OMol25 entry of this formula, charge and spin): 45.8 kcal/mol
LUMO level: -5.71 eV

---

Entry 2:
ORCA calculation (wB97M-V/def2-TZVPD) on a structure of composition C23H37AlBr3F10InK2MgN2O16P in a non-equilibrium geometry.

Geometry as XYZ:
```
97
Properties=species:S:1:pos:R:3:forces:R:3:lowdin_charge:R:1
C 2.18988 -0.53422 0.29438 0.5 -0.3 0.1 -0.20
C 1.29039 -1.80583 0.17710 0.2 0.8 -0.1 -0.31
In -0.81483 -1.38132 -0.50250 0.7 -1.2 -0.1 0.86
C -0.90914 0.22371 -2.09091 0.6 0.0 0.3 -0.24
C -0.65746 1.63441 -1.56871 -1.5 -0.2 -1.2 -0.35
C -1.74281 2.07606 -0.52278 2.0 0.1 1.7 -0.36
C -0.99620 2.06252 0.88420 -0.7 -0.5 -0.4 -0.15
C -0.43903 3.45569 1.24532 -0.6 0.5 0.0 -0.16
O 0.16420 3.49215 2.52351 -0.6 -0.8 -0.3 0.00
C 1.20885 2.57502 2.63306 -1.6 -1.5 1.9 -0.52
C 0.94230 1.30693 3.45854 -1.3 0.7 0.4 0.03
O 2.22543 2.72655 2.10291 2.6 0.8 -2.0 0.20
C -1.50403 -3.29268 -1.52619 -0.6 1.0 1.0 -0.22
C -2.22588 -4.27966 -0.57139 -0.3 -0.2 -1.7 -0.26
O -1.31932 -5.26648 -0.03124 0.3 0.2 0.5 -0.17
C -0.76051 -4.83298 1.19181 -0.3 0.9 0.3 -0.08
C 0.39749 -5.73209 1.64620 -1.3 0.6 0.8 -0.42
F 0.08746 -6.20870 2.88018 0.1 -0.5 -0.2 0.14
F 1.53647 -5.04528 1.81072 0.4 -0.2 -0.6 0.16
C 0.60291 -6.96628 0.74466 0.5 -0.8 0.9 -0.22
F -0.57163 -7.73473 0.78255 2.6 1.0 -0.6 0.12
F 1.64468 -7.74538 1.39291 -1.8 3.2 0.2 -0.13
C 1.13885 -6.63847 -0.74538 -0.4 -2.3 -1.3 -0.29
F 2.40589 -7.35880 -0.95633 -1.9 0.9 0.6 -0.10
F 1.41057 -5.39245 -0.95863 0.1 0.5 0.4 0.22
C 0.15001 -7.12325 -1.94771 0.2 -0.4 -1.3 -0.11
F -0.11965 -8.52667 -1.96351 1.1 2.6 0.4 0.01
F 0.81038 -6.83157 -3.20341 -1.2 -0.3 2.5 -0.08
C -2.06947 -0.89141 1.32218 0.7 -0.4 0.4 -0.29
O -2.39085 -2.04810 2.08678 -0.7 0.5 -0.3 -0.29
C -3.01859 -1.70073 3.33127 -0.1 0.4 0.1 -0.08
H 2.63057 -0.22671 -0.67329 -0.4 -0.1 0.3 0.07
H 3.06107 -0.73695 0.94775 -0.3 0.2 -0.2 0.08
H 1.69091 0.34989 0.72862 0.1 -0.3 -0.2 0.01
H 1.76079 -2.46928 -0.57456 -0.3 0.1 0.3 0.03
H 1.32878 -2.33525 1.14598 -0.2 0.1 -0.4 0.02
H -1.86934 0.09380 -2.62638 0.2 0.4 0.2 0.04
H -0.10459 -0.01302 -2.81065 -0.3 0.0 0.3 0.07
H 0.34589 1.80682 -1.15108 -0.5 0.0 -0.1 0.13
H -0.72497 2.33783 -2.46174 0.6 0.1 0.4 0.00
H -2.62427 1.34717 -0.47698 1.9 -0.3 -0.9 0.03
H -2.06846 3.13933 -0.70308 -0.1 -0.3 0.8 0.03
H -1.70126 1.65239 1.63414 0.4 0.7 0.1 0.11
H -0.21992 1.28566 0.78199 -0.2 0.4 0.2 0.08
H 0.23657 3.86648 0.47002 -0.1 -0.4 0.2 0.14
H -1.30700 4.14028 1.30587 0.5 -0.1 0.0 0.09
H 0.78747 0.45770 2.77259 0.3 0.3 0.2 0.07
H 1.75571 1.08579 4.15951 -0.1 0.2 -0.4 0.10
H 0.00631 1.43517 4.03136 0.4 -0.1 -0.1 0.09
H -0.62103 -3.71247 -2.03193 -0.5 -0.1 0.0 0.03
H -2.26384 -2.95182 -2.25462 0.5 -0.3 0.0 0.04
H -2.82502 -3.78746 0.21171 0.5 -0.2 0.0 0.11
H -2.94367 -4.86296 -1.18276 0.3 0.0 0.5 0.12
H -0.37132 -3.79520 1.15705 0.0 -0.5 -0.3 0.11
H -1.52951 -4.81611 1.98833 0.4 -0.3 -0.3 0.16
H -0.78549 -6.55027 -1.99525 0.3 -0.4 0.4 0.18
H -3.02494 -0.33476 1.02334 0.0 0.1 0.2 0.02
H -1.45830 -0.25700 1.99700 -0.5 0.1 -0.4 0.04
H -3.82711 -2.40124 3.58943 0.5 0.0 -0.2 0.10
H -3.48535 -0.70480 3.20758 0.1 -0.4 0.3 0.08
H -2.27252 -1.64408 4.14549 -0.3 -0.1 -0.3 0.10
K 1.60652 -9.53774 0.23823 0.2 -3.8 -1.2 1.09
O 4.56129 -12.13685 -4.14914 0.2 -0.1 0.2 -0.18
P 3.46273 -12.90400 -3.42096 -0.2 0.7 0.7 -0.14
O 3.25943 -12.30381 -2.02223 -0.3 0.7 -0.2 -0.31
O 3.87235 -14.36587 -3.32790 0.0 0.1 -0.5 -0.09
O 2.15930 -12.80974 -4.20722 -0.1 -0.3 0.2 -0.18
K 2.54800 -8.48600 -3.21636 1.1 -1.3 -1.0 1.02
C -4.56913 5.63403 -0.78371 0.7 0.4 1.0 -1.42
Br -3.32742 6.26110 0.52673 0.1 0.1 -0.2 0.75
Br -3.67556 5.20994 -2.47018 -0.6 1.9 -0.1 0.77
Br -5.58957 4.10563 -0.12818 -0.9 -0.8 -0.5 0.81
H -5.26949 6.43666 -0.99907 0.0 -0.2 -0.2 0.01
Al -2.56000 3.04082 -2.64895 -0.1 -1.4 -2.0 0.66
C 2.87586 4.06582 -1.38266 -0.1 -0.2 0.1 0.06
N 1.97124 4.94703 -2.17710 0.1 0.1 0.0 -0.43
O 0.98744 4.43652 -2.71938 0.0 0.0 0.3 0.00
O 2.26270 6.11182 -2.23701 -0.2 -0.2 -0.1 0.12
H 2.49325 3.05026 -1.41675 0.0 0.1 -0.1 0.08
H 3.86354 4.12210 -1.83199 0.0 0.1 0.1 0.11
H 2.88918 4.44254 -0.36030 0.2 0.1 0.0 0.11
C 1.30361 8.77773 0.18910 0.4 -0.5 0.6 -0.05
C 1.28312 10.25529 -0.06486 0.5 0.0 -0.2 -0.30
O 0.37271 10.36826 -1.16114 -0.5 -0.3 0.4 0.14
C -0.49248 9.32832 -1.04304 0.0 -0.1 -0.2 -0.57
O -1.53671 9.24901 -1.61628 0.0 -0.1 0.0 0.13
O -0.02485 8.39176 -0.18499 -0.5 0.4 -0.5 0.04
F 2.49346 10.71023 -0.45347 -0.1 0.1 -0.1 0.09
H 2.02200 8.25453 -0.44436 0.1 0.2 -0.1 0.14
H 1.50232 8.51597 1.22566 0.0 0.0 0.1 0.10
H 0.92062 10.85430 0.77251 0.1 0.1 -0.1 0.18
F -7.17964 2.18498 0.05888 2.3 0.2 0.2 -0.71
N 3.34883 7.04182 2.78156 -0.1 -0.3 0.0 -0.64
O 2.66478 8.09234 2.79702 -0.1 0.2 0.1 -0.10
O 3.29018 6.24957 3.73355 -0.1 -0.1 0.1 -0.07
O 4.07051 6.79010 1.79682 0.0 0.0 -0.3 -0.08
Mg -4.10267 2.00060 0.07210 -2.6 0.4 0.6 0.90
```
Positions in Å, forces in eV/Å.

Computed properties:
total charge: +1
Kohn-Sham gap: 0.05292 hartree
LUMO level: -6.66 eV

---

Entry 3:
ORCA calculation (wB97M-V/def2-TZVPD) on a cluster of 2 separate species, CH3BrP2 in total in a non-equilibrium geometry.

Geometry as XYZ:
```
7
Properties=species:S:1:pos:R:3:forces:R:3:lowdin_charge:R:1
C 1.89264 0.61198 -0.56695 1.6 -2.7 1.6 -0.54
P 1.22340 -0.70324 0.14650 1.2 0.8 -0.3 0.53
P -0.87817 -0.07302 -0.15246 0.6 1.6 -0.6 0.49
Br 4.53672 -0.00009 -0.33048 -2.5 0.8 -0.4 -0.08
H 1.65627 1.57236 -0.90571 0.5 1.3 -0.7 -0.05
H -0.72248 -0.66277 -1.42635 -0.6 -0.5 0.1 -0.15
H -1.16783 -1.14767 0.63163 -0.7 -1.3 0.2 -0.21
```
Positions in Å, forces in eV/Å.

Computed properties:
Kohn-Sham gap (spin up / spin down): 0.27515 / 0.27510 hartree
relative energy (zero: lowest compared OMol25 entry of this formula, charge and spin): 59.9 kcal/mol
LUMO level (spin up / spin down): -1.98 / -1.98 eV